A molecular structure, C23H30ClO9Ru, computed with ωB97M-V with the def2-TZVPD basis set.

Its orbital gap (spin up / spin down) is 5.61 / 7.48 eV. As for the expectation value of S²: 6.05. Its total charge is -1. Its spin multiplicity is 5. As for the HOMO energy (spin up / spin down): -3.533 / -5.411 eV. For the maximum force, the calculation gives 4.48 eV Å⁻¹.

Last column: natural (NBO) charge in e.
Positions of all 64 atoms, in Å:
C 0.511 -3.369 -0.555  -0.2576
C 1.156 -1.979 -0.408  -0.3982
C -0.868 -3.311 0.126  -0.3866
C -0.903 -2.036 1.001  -0.2642
H -0.975 -4.219 0.723  0.2455
H -1.663 -3.308 -0.627  0.2220
C 0.598 -1.445 0.890  -0.2097
H 0.850 -1.335 -1.249  0.2402
H 2.252 -2.088 -0.367  0.2283
C 1.128 -0.027 1.230  -0.0420
H 1.091 -2.067 1.662  0.1870
H -1.012 -2.352 2.052  0.2053
C -2.093 -1.209 0.706  0.1104
C 0.443 -3.772 -2.018  0.8287
C 1.326 -4.525 0.053  0.8321
O 0.831 -5.525 0.540  -0.6145
O 0.123 -3.001 -2.917  -0.6019
O 0.788 -5.050 -2.223  -0.5108
O 2.656 -4.383 -0.058  -0.5135
C 3.344 -5.569 0.365  -0.2600
H 4.390 -5.361 0.174  0.1900
H 2.985 -6.423 -0.223  0.1947
H 3.162 -5.755 1.432  0.1953
C 0.789 -5.453 -3.589  -0.2577
H -0.206 -5.310 -4.028  0.1986
H 1.059 -6.507 -3.557  0.1922
H 1.525 -4.870 -4.158  0.1951
O 0.963 1.063 0.368  -0.7582
H 2.220 -0.111 1.180  0.1645
H 0.865 0.221 2.272  0.1576
C -2.565 -0.297 1.773  -0.6719
C -2.361 -0.866 -0.704  -0.6892
H -3.197 -1.429 -1.124  0.2101
H -1.519 -1.119 -1.351  0.2197
H -2.590 0.200 -0.816  0.2309
H -2.743 0.700 1.339  0.2281
H -1.823 -0.207 2.593  0.2105
H -3.525 -0.601 2.211  0.2120
Ru 0.161 2.734 0.392  0.8755
C -0.646 4.084 2.099  -0.2979
C -0.319 3.001 2.974  -0.2480
C 1.056 2.690 2.817  -0.2915
H -1.006 2.538 3.689  0.2272
C 1.612 3.544 1.807  -0.2690
C 0.573 4.477 1.412  -0.3210
H 0.734 5.425 0.923  0.2761
H -1.585 4.631 2.031  0.2863
H 1.629 1.965 3.390  0.2180
H 2.648 3.575 1.469  0.2319
C -1.289 3.320 -1.739  -0.3015
C -0.168 4.110 -1.330  -0.2699
C 1.019 3.279 -1.387  -0.3293
H -0.150 5.184 -1.169  0.2903
C 0.589 1.981 -1.870  -0.2430
C -0.813 2.035 -2.112  -0.2450
H -1.365 1.237 -2.604  0.2197
H -2.318 3.686 -1.823  0.2468
H 2.047 3.630 -1.296  0.2264
H 1.253 1.152 -2.136  0.2264
O -3.044 7.863 -0.259  -0.8418
Cl -2.146 6.901 0.352  2.4886
O -0.836 6.913 -0.349  -0.8855
O -1.942 7.207 1.765  -0.8572
O -2.707 5.535 0.237  -0.8749

A gas-phase ion, C2H5N4 (charge +1), computed with ωB97M-V with the def2-TZVPD basis set.

Its orbital gap is 10.53 eV. Its total charge is +1. As for the HOMO energy: -15.619 eV. Its SMILES is [H]/N=C(/C#N)N[NH3+]. The value obtained for the energy above the lowest of the compared OMol25 structures with the same formula, charge and spin is 73.0 kcal per mole. For the maximum force, the calculation gives 6.30 eV Å⁻¹.

Last column: natural (NBO) charge in e.
Positions of all 11 atoms, in Å:
H 0.782 -1.852 0.036  0.3039
N 1.733 -1.496 0.038  -0.5217
C 1.818 -0.257 0.073  0.3256
C 3.192 0.195 0.085  0.1775
N 4.261 0.441 -0.079  -0.1357
N 0.758 0.626 -0.029  -0.4429
N -0.674 0.204 -0.043  -0.5181
H 0.924 1.623 -0.120  0.4432
H -0.590 -0.912 -0.351  0.4631
H -1.244 0.845 -0.660  0.4755
H -1.123 0.168 0.799  0.4296

7 unconnected molecules or ions with the total composition C36H90N12O10P4, computed with ωB97M-V with the def2-TZVPD basis set.

Its orbital gap is 8.26 eV. Its total charge is 0. As for the HOMO energy: -8.058 eV. Its SMILES is CN(C)P(=O)(N(C)C)N(C)C.CN(C)P(=O)(N(C)C)N(C)C.CN(C)P(=O)(N(C)C)N(C)C.CN(C)P(=O)(N(C)C)N(C)C.O=C1CCCO1.O=C1CCCO1.O=C1CCCO1. The value obtained for the energy above the lowest of the compared OMol25 structures with the same formula, charge and spin is 0.0 kcal per mole. For the maximum force, the calculation gives 2.60 eV Å⁻¹.

Last column: Mulliken charge in e.
Positions of all 152 atoms, in Å:
C -4.580 1.088 3.452  -1.1376
N -4.200 -0.276 3.104  0.5730
C -4.297 -0.678 1.686  -1.1312
P -4.520 -1.406 4.289  0.3251
O -5.939 -1.568 4.630  -0.9230
N -3.793 -2.792 3.773  0.4486
C -2.431 -2.857 3.304  -1.0945
C -4.463 -4.074 3.829  -1.1930
N -3.694 -0.801 5.613  0.3744
C -2.322 -0.371 5.517  -1.1265
C -4.227 -0.915 6.961  -1.0861
H -4.111 1.387 4.389  0.3606
H -5.669 1.231 3.501  0.3169
H -4.214 1.824 2.723  0.3357
H -5.350 -0.779 1.387  0.2265
H -3.839 -1.657 1.581  0.2481
H -3.755 0.081 1.122  0.4816
H -1.911 -3.644 3.872  0.4219
H -2.370 -3.191 2.260  0.3883
H -1.823 -1.973 3.428  0.1937
H -4.309 -4.574 4.785  0.2873
H -5.525 -3.831 3.737  0.3762
H -4.191 -4.689 2.974  0.3759
H -2.095 0.416 6.252  0.3907
H -1.557 -1.155 5.645  0.2672
H -2.035 0.100 4.569  0.3323
H -5.188 -1.424 6.911  0.3386
H -4.366 0.086 7.393  0.3106
H -3.591 -1.483 7.652  0.3188
C -7.556 1.022 -1.459  -0.9509
N -7.251 0.199 -2.604  0.4571
C -7.560 -1.205 -2.421  -1.1164
P -6.333 0.793 -3.864  0.4403
O -6.374 2.241 -4.005  -0.9179
N -4.809 0.177 -3.670  0.2968
C -3.855 1.007 -2.948  -0.9706
C -4.475 -1.224 -3.699  -0.9294
N -6.944 -0.094 -5.123  0.3348
C -8.389 -0.126 -5.333  -1.0040
C -6.151 -0.218 -6.333  -1.2085
H -7.496 2.078 -1.724  0.3171
H -6.951 0.795 -0.572  0.1377
H -8.609 0.883 -1.172  0.3652
H -8.629 -1.440 -2.457  0.3094
H -7.095 -1.507 -1.475  0.2099
H -7.115 -1.803 -3.216  0.4186
H -2.840 0.908 -3.343  0.2460
H -4.152 2.050 -3.017  0.4059
H -3.851 0.673 -1.898  0.2991
H -4.948 -1.687 -4.566  0.2996
H -3.398 -1.327 -3.762  0.4236
H -4.879 -1.717 -2.810  0.1554
H -8.887 -0.418 -4.418  0.2805
H -8.721 0.843 -5.719  0.2881
H -8.587 -0.878 -6.101  0.3672
H -6.294 -1.227 -6.739  0.3824
H -5.084 -0.074 -6.187  0.3804
H -6.488 0.505 -7.089  0.3334
C 2.838 6.190 0.705  -1.0268
N 2.151 5.436 -0.345  0.3676
C 0.934 5.959 -0.944  -1.0884
P 2.839 4.118 -1.062  0.2066
O 1.987 3.473 -2.074  -1.0071
N 4.269 4.577 -1.738  0.4775
C 4.385 4.560 -3.185  -1.0607
C 5.380 5.238 -1.045  -1.2297
N 3.306 3.238 0.236  0.6870
C 4.472 2.348 0.168  -0.9273
C 2.364 2.874 1.276  -0.5266
H 3.519 6.931 0.267  0.2161
H 3.369 5.501 1.357  0.3762
H 2.079 6.743 1.261  0.4315
H 0.057 5.385 -0.637  0.2756
H 1.022 6.019 -2.027  0.3078
H 0.766 6.978 -0.583  0.4098
H 3.821 3.697 -3.526  0.2616
H 3.944 5.480 -3.582  0.2986
H 5.415 4.458 -3.522  0.3277
H 5.377 6.278 -1.427  0.3674
H 5.296 5.269 0.031  0.3709
H 6.320 4.828 -1.420  0.3839
H 4.655 1.900 1.138  0.2162
H 4.341 1.559 -0.593  0.3070
H 5.372 2.857 -0.188  0.2339
H 1.711 2.066 0.910  -0.0454
H 1.647 3.701 1.378  0.4827
H 2.778 2.614 2.242  -0.1278
C 3.186 2.214 4.772  -1.4314
N 3.302 0.784 4.561  0.5698
C 2.150 -0.041 4.831  -1.0558
P 4.779 0.130 4.191  0.4250
O 5.794 1.170 3.938  -0.9316
N 5.172 -0.863 5.478  0.3119
C 4.798 -2.261 5.560  -1.2244
C 6.348 -0.527 6.279  -1.1006
N 4.425 -0.927 2.972  0.8350
C 3.420 -0.540 2.003  -0.7007
C 5.442 -1.840 2.510  -1.1351
H 2.190 2.584 4.522  0.4675
H 3.913 2.723 4.141  0.4495
H 3.403 2.457 5.819  0.2439
H 1.402 0.508 5.408  0.5349
H 2.405 -0.968 5.342  0.1935
H 1.622 -0.296 3.897  0.3353
H 4.171 -2.522 4.712  0.4275
H 5.677 -2.915 5.566  0.4234
H 4.235 -2.431 6.484  0.3183
H 6.314 0.544 6.491  0.2876
H 6.261 -1.021 7.246  0.4150
H 7.288 -0.744 5.767  0.2923
H 2.845 0.337 2.268  -0.2549
H 3.862 -0.250 1.041  0.1149
H 2.753 -1.373 1.783  0.3284
H 6.095 -2.121 3.339  0.3703
H 6.099 -1.507 1.705  0.2335
H 4.921 -2.741 2.169  0.3238
O -0.113 -0.979 1.905  -0.5580
C -0.008 -0.754 0.719  0.1075
C -1.077 -0.932 -0.338  0.3478
C -0.643 0.131 -1.353  -0.5658
C 0.893 0.114 -1.222  0.0707
O 1.133 -0.323 0.134  0.0397
H -0.916 -1.922 -0.773  0.4141
H -2.080 -0.735 0.012  -0.6126
H -0.997 -0.060 -2.356  0.2828
H -0.983 1.146 -1.112  0.2514
H 1.251 -0.665 -1.894  0.0509
H 1.397 1.043 -1.469  0.0924
O 5.533 -1.853 -0.747  -0.5391
C 5.227 -2.537 -1.708  0.3737
C 5.902 -3.813 -2.171  -0.4340
C 5.347 -4.003 -3.583  -0.7173
C 4.030 -3.217 -3.573  0.3415
O 4.154 -2.267 -2.512  -0.3022
H 6.979 -3.710 -2.180  0.3422
H 5.571 -4.625 -1.522  0.2539
H 6.070 -3.564 -4.275  0.2652
H 5.224 -5.032 -3.915  0.3965
H 3.937 -2.622 -4.478  -0.2177
H 3.172 -3.882 -3.491  0.1784
O 0.251 -4.038 -4.463  -0.5794
C 0.779 -3.474 -5.340  0.5213
C 0.957 -3.890 -6.797  -0.3985
C 1.185 -2.540 -7.484  -0.6409
C 1.802 -1.678 -6.367  -0.3623
O 1.265 -2.228 -5.147  -0.2148
H 1.727 -4.661 -6.812  0.2742
H -0.020 -4.287 -7.068  0.2770
H 1.816 -2.587 -8.373  0.3422
H 0.227 -2.174 -7.853  0.2847
H 2.876 -1.878 -6.351  0.2352
H 1.533 -0.641 -6.527  0.3163

A molecular structure, C54H43CrN6PS2, computed with ωB97M-V with the def2-TZVPD basis set.

Its orbital gap (spin up / spin down) is 4.91 / 5.26 eV. As for the expectation value of S²: 6.03. Its total charge is 0. Its spin multiplicity is 5. As for the HOMO energy (spin up / spin down): -5.096 / -5.529 eV. For the maximum force, the calculation gives 4.76 eV Å⁻¹.

Last column: Löwdin spin population.
Positions of all 107 atoms, in Å:
Cr 0.518 0.365 -0.501  3.6630
C -3.124 1.239 3.486  0.0014
N -1.768 1.188 2.955  0.0112
C -1.477 0.845 1.708  0.0232
N -0.264 1.288 1.307  0.0393
C 0.295 1.877 2.487  0.0106
C -0.620 1.860 3.508  -0.0010
C -0.608 2.451 4.836  0.0003
C 0.074 3.693 4.981  -0.0006
C 0.073 4.315 6.208  0.0000
C -0.607 3.756 7.272  -0.0006
C -1.230 2.484 7.185  0.0001
C -1.236 1.814 5.974  -0.0004
C 1.759 2.348 2.584  0.0009
C 2.172 3.351 1.784  0.0020
C 3.382 4.075 2.104  -0.0002
C 4.133 3.686 3.198  0.0008
C 3.700 2.529 3.922  -0.0001
C 2.522 1.916 3.700  0.0013
P -2.518 -0.067 0.570  0.0181
C -2.393 0.454 -1.077  0.0232
N -1.166 0.386 -1.767  0.0119
C -1.517 0.522 -3.121  0.0092
C -2.884 0.701 -3.289  -0.0039
N -3.409 0.585 -1.949  0.0137
C -4.776 0.757 -1.580  0.0016
C -3.700 1.390 -4.296  -0.0008
C -3.748 2.784 -4.394  -0.0002
C -4.528 3.457 -5.352  0.0000
C -5.282 2.710 -6.209  0.0000
C -5.231 1.275 -6.117  0.0000
C -4.515 0.636 -5.104  -0.0001
C -0.505 0.449 -4.192  0.0014
C 0.758 -0.143 -3.929  0.0169
C 1.830 -0.065 -4.818  0.0013
C 1.634 0.601 -6.019  0.0020
C 0.381 0.957 -6.381  0.0003
C -0.690 0.924 -5.481  0.0021
C -1.370 -1.494 0.530  0.0270
N -0.170 -1.525 -0.049  0.0129
C 0.344 -2.875 0.176  0.0110
C -0.630 -3.602 0.810  -0.0021
N -1.725 -2.681 1.061  0.0139
C -2.951 -3.056 1.698  0.0013
C -0.617 -4.984 1.274  -0.0003
C -0.037 -5.958 0.431  -0.0005
C 0.002 -7.298 0.856  0.0001
C -0.728 -7.676 1.967  -0.0005
C -1.169 -6.733 2.849  0.0001
C -1.079 -5.397 2.499  -0.0005
C 1.716 -3.331 -0.210  0.0007
C 2.454 -4.116 0.717  0.0011
C 3.716 -4.551 0.404  -0.0001
C 4.315 -4.175 -0.816  0.0013
C 3.641 -3.327 -1.706  0.0003
C 2.381 -2.839 -1.362  0.0052
H -3.717 0.647 2.702  0.0003
H -3.572 2.260 3.513  0.0004
H -3.226 0.812 4.485  0.0002
H 0.468 4.080 4.030  0.0000
H 0.639 5.214 6.316  0.0000
H -0.571 4.142 8.295  0.0000
H -1.641 2.091 8.087  0.0000
H -1.744 0.882 5.950  0.0000
H 1.518 3.626 0.982  0.0009
H 3.815 4.759 1.392  0.0000
H 4.923 4.305 3.580  0.0001
H 4.335 2.164 4.725  0.0000
H 2.182 1.165 4.432  0.0000
H -5.420 0.967 -2.416  0.0001
H -4.950 1.581 -0.829  0.0005
H -5.156 -0.178 -1.124  0.0005
H -3.102 3.356 -3.725  0.0000
H -4.536 4.555 -5.382  0.0000
H -5.858 3.150 -6.976  0.0000
H -5.824 0.603 -6.775  0.0000
H -4.622 -0.485 -5.075  0.0000
H 0.850 -0.643 -2.966  0.0134
H 2.773 -0.596 -4.615  0.0001
H 2.443 0.794 -6.657  0.0002
H 0.213 1.250 -7.421  0.0000
H -1.658 1.281 -5.782  0.0001
H -3.734 -2.320 1.556  0.0002
H -2.827 -3.245 2.747  0.0004
H -3.302 -3.925 1.221  0.0003
H 0.355 -5.681 -0.539  0.0000
H 0.479 -8.021 0.159  0.0000
H -0.859 -8.734 2.113  0.0000
H -1.650 -7.121 3.774  0.0000
H -1.401 -4.681 3.160  0.0000
H 1.990 -4.411 1.657  0.0000
H 4.200 -5.162 1.173  0.0000
H 5.260 -4.627 -1.137  0.0001
H 4.025 -3.064 -2.671  0.0000
H 1.863 -2.168 -2.065  0.0032
S 1.441 2.398 -1.419  0.0055
C 3.135 2.140 -1.395  0.0087
C 4.014 2.897 -2.173  0.0009
C 5.390 2.784 -2.092  0.0059
C 5.931 1.932 -1.122  0.0016
C 5.073 1.140 -0.364  0.0041
C 3.707 1.156 -0.490  0.0077
S 2.653 0.050 0.276  0.0263
H 3.599 3.541 -2.920  -0.0005
H 6.031 3.298 -2.805  0.0004
H 7.018 1.773 -1.056  0.0000
H 5.515 0.494 0.348  -0.0002